## P
This record from the Open Molecules 2025 dataset describes an isolated molecule of C3H8N2. The level of theory is the ωB97M-V functional and the def2-TZVPD basis.

ORCA input file:
```
! wB97M-V def2-TZVPD RIJCOSX def2/J DEFGRID3
* xyz 0 1
H -1.1656 -0.2525 0.8889
H 1.5514 0.5311 1.7574
H 1.1415 -2.2636 -0.2536
N 0.6448 -1.4450 -0.5675
C 0.5927 -0.3955 0.3509
H 0.2956 1.7674 0.2747
H 0.2206 0.9522 -1.3591
H -2.0868 1.3987 0.2022
C -0.0095 0.8915 -0.2963
N 1.3881 -0.3936 1.3706
H 0.7490 -1.2160 -1.5427
C -1.4530 0.5498 -0.0407
H -1.8689 -0.1245 -0.7849
*
```

The SMILES is [H]/N=C(/N)CC. The HOMO-LUMO gap comes out at 9.9827 eV. The LUMO energy is 0.91 eV.

---

## Q
This record from the Open Molecules 2025 dataset describes an isolated molecule of C3H8N2. The level of theory is the ωB97M-V functional and the def2-TZVPD basis.

ORCA input file:
```
! wB97M-V def2-TZVPD RIJCOSX def2/J DEFGRID3
* xyz 0 1
H 1.4885 -1.4352 -0.1899
H 2.3767 0.8969 0.3406
N -2.6000 0.4119 -0.0034
C 0.8858 -0.6568 0.2230
H -0.5298 -1.0253 -1.2654
H 0.8904 -0.8072 1.3063
C 1.3973 0.7529 -0.1139
H 1.5143 0.9808 -1.1758
H -2.9665 0.1542 -0.9283
H 0.6968 1.5690 0.2426
C -1.4734 -0.0706 0.3845
H -1.1571 0.1104 1.4121
N -0.5230 -0.8811 -0.2324
*
```

The SMILES is [H]/N=C\NCC. The HOMO-LUMO gap comes out at 10.0958 eV. The LUMO energy is 1.07 eV.

---

If we sort the structures by their calculated energies, the order from most to least stable is Q, P.

---

## P
This record from the Open Molecules 2025 dataset describes a structure of composition C3H8N2. The level of theory is the ωB97M-V functional and the def2-TZVPD basis.

ORCA input file:
```
! wB97M-V def2-TZVPD RIJCOSX def2/J DEFGRID3
* xyz 0 1
H -2.0060 -0.0053 0.8539
C 0.3705 0.2801 -0.9261
H 0.0995 1.2767 0.8948
N -1.0531 0.4769 -1.2631
H -1.2401 1.6213 -1.2993
N 1.2618 -0.8589 0.9640
H 1.0498 -1.2475 2.0054
H 0.6033 -0.6694 -1.5521
C -1.1308 -0.3168 0.2464
C 0.1123 0.0831 0.5129
H -1.4278 -1.4446 -0.2306
H 2.1270 -0.1723 0.9559
H 1.2336 0.9769 -1.1622
*
```

The HOMO-LUMO gap comes out at 9.7214 eV. The LUMO energy is 0.88 eV.

---

## Q
This record from the Open Molecules 2025 dataset describes a structure of composition C3H8N2. The level of theory is the ωB97M-V functional and the def2-TZVPD basis.

ORCA input file:
```
! wB97M-V def2-TZVPD RIJCOSX def2/J DEFGRID3
* xyz 0 1
H 1.1920 -1.4063 -0.4705
H 1.0019 -0.4121 1.7936
H -3.0615 -0.8515 -1.0593
C 0.5204 0.4989 1.4316
H -0.2000 1.3407 -0.4564
N -2.1208 -0.3899 -1.0764
H 0.5135 -0.4910 -1.9199
H 1.8240 0.4713 -0.8715
H 1.1855 1.3506 1.5951
C 0.8424 -0.4633 -0.8840
N -1.4375 -0.7004 -0.1084
C 0.1195 0.3988 -0.0097
H -0.3795 0.6541 2.0358
*
```

The HOMO-LUMO gap comes out at 8.8704 eV. The LUMO energy is 1.23 eV.

---

## R
This record from the Open Molecules 2025 dataset describes an isolated molecule of C3H8N2. The level of theory is the ωB97M-V functional and the def2-TZVPD basis.

ORCA input file:
```
! wB97M-V def2-TZVPD RIJCOSX def2/J DEFGRID3
* xyz 0 1
C 0.4111 -0.6537 -0.4661
C 1.1542 0.2791 -1.3382
H -0.9209 -2.0218 1.2653
C -0.4296 -0.2158 0.4987
H -1.5269 1.4283 0.7441
N -1.2773 -1.0793 1.1955
H 1.8143 -0.2469 -2.0237
H 0.7349 -1.6829 -0.4328
H -1.5861 -0.7173 2.0872
H 1.6554 1.1048 -0.6589
N -0.5658 1.1228 0.8371
H 0.4900 0.9429 -1.8922
H 0.0466 1.7400 0.1841
*
```

The SMILES is CC=C(N)N. The HOMO-LUMO gap comes out at 8.5041 eV. The LUMO energy is 1.07 eV.

---

If we sort the structures by their calculated energies, the order from most to least stable is R, Q, P.

---

## P
This record from the Open Molecules 2025 dataset describes a cluster of 2 separate species, C3H3Br in total. The level of theory is the ωB97M-V functional and the def2-TZVPD basis.

ORCA input file:
```
! wB97M-V def2-TZVPD RIJCOSX def2/J DEFGRID3
* xyz 0 1
C 0.0533 -0.3698 0.3067
C -1.3605 0.1100 0.1285
H -2.3766 0.3772 0.4167
H 0.8956 -0.6800 0.9519
C -0.4352 0.2580 -0.8214
H 0.0118 0.4860 -1.8703
Br 3.2116 -0.1814 0.8878
*
```

The HOMO-LUMO gap comes out at 5.8527 eV. The LUMO energy is -1.80 eV.

---

## Q
This record from the Open Molecules 2025 dataset describes a structure of composition C3H3Br. The level of theory is the ωB97M-V functional and the def2-TZVPD basis.

ORCA input file:
```
! wB97M-V def2-TZVPD RIJCOSX def2/J DEFGRID3
* xyz 0 1
H -0.4004 -1.6930 0.3791
C -0.0826 0.2134 -0.9831
Br 2.2522 1.8504 1.3171
C -0.6237 -0.5546 0.3722
H -0.0345 -0.0540 -1.9332
C 0.4854 0.3617 0.1563
H -1.5965 -0.1239 0.6917
*
```

The HOMO-LUMO gap comes out at 7.9958 eV. The LUMO energy is -1.89 eV.

---

If we sort the structures by their calculated energies, the order from most to least stable is P, Q.

---

## P
This record from the Open Molecules 2025 dataset describes a structure of composition C2H3NO3S. The level of theory is the ωB97M-V functional and the def2-TZVPD basis.

ORCA input file:
```
! wB97M-V def2-TZVPD RIJCOSX def2/J DEFGRID3
* xyz 0 1
C 0.1488 -0.5092 0.2738
O 1.1170 -1.4565 0.5075
H 1.0863 0.6628 1.7756
O 0.0233 0.5461 -1.8679
S -0.8029 2.0632 0.9612
H 0.1290 2.7769 0.3824
C -0.2408 -0.4943 -1.1866
O -0.9046 -1.8572 -1.3971
N -0.1050 0.4993 1.1427
H -0.4510 -2.2310 -0.5916
*
```

The HOMO-LUMO gap comes out at 9.2757 eV. The LUMO energy is -1.03 eV.

---

## Q
This record from the Open Molecules 2025 dataset describes a structure of composition C2H3NO3S. The level of theory is the ωB97M-V functional and the def2-TZVPD basis.

ORCA input file:
```
! wB97M-V def2-TZVPD RIJCOSX def2/J DEFGRID3
* xyz 0 1
C -0.1716 -1.1673 0.0299
O 1.8707 -0.0008 -1.1875
H -0.1601 2.2583 0.0452
O -2.4571 0.5552 0.0075
H -0.2038 -1.7325 -0.8693
N -0.2026 1.2653 -0.1221
S 1.1024 0.0492 0.0360
H -0.3150 -1.9079 0.8833
C -1.2939 0.4207 -0.0456
O 1.8311 0.2599 1.2228
*
```

The HOMO-LUMO gap comes out at 11.0298 eV. The LUMO energy is 0.45 eV.

---

## R
This record from the Open Molecules 2025 dataset describes an isolated molecule of C2H3NO3S. The level of theory is the ωB97M-V functional and the def2-TZVPD basis.

ORCA input file:
```
! wB97M-V def2-TZVPD RIJCOSX def2/J DEFGRID3
* xyz 0 1
C 0.7587 0.7492 -0.8435
O -0.6328 -2.1106 -0.5315
H 2.2829 1.0016 0.6725
N -0.4319 -0.5243 1.4496
O -2.5494 -0.6676 -0.0128
S -1.1114 -0.8787 -0.0103
C 1.3441 0.6434 0.3242
O -0.4497 0.3464 -0.9828
H 1.4263 1.0267 -1.6771
H -0.6368 0.4139 1.6118
*
```

The HOMO-LUMO gap (spin up / spin down) comes out at 8.3867 / 8.2462 eV. The LUMO energy (spin up / spin down) is -2.35 / -2.50 eV.

---

If we sort the structures by their calculated energies, the order from most to least stable is Q, P, R.